No. 1
# C5H5NOS

A single C5H5NOS molecule (the ωB97M-V functional and the def2-TZVPD basis, the Open Molecules 2025 dataset).

CARTESIAN COORDINATES (ANGSTROEM)
C (1.57726, -0.01858, -0.03430)
C (-0.41081, 2.16210, 0.25504)
C (1.93246, 2.28419, 0.31292)
C (0.21533, -0.15986, -0.52576)
C (-0.80846, 0.77906, 0.32589)
N (2.04200, 1.11636, 0.21179)
O (0.75741, 1.76510, 2.66855)
S (0.59213, 2.78675, 1.62299)
H (2.11979, -0.79380, 0.27523)
H (0.17482, 0.01030, -1.54461)
H (-0.18705, -1.18952, -0.42579)
H (-0.95772, 0.35629, 1.31967)
H (-1.90070, 0.84009, 0.05582)

Output
**Charge**: 0
**Lowest unoccupied orbital energy (spin up / spin down)**: -0.05104 / -0.05109 Eh
**Relative energy (zero: lowest compared OMol25 entry of this formula, charge and spin)**: 8.1161 eV
**Frontier orbital gap (spin up / spin down)**: 6.88 / 6.88 eV
**E_tot**: -721.4214 Ha
**F_max**: 5.1 eV Å⁻¹

---

No. 2
# C5H5NOS

A single C5H5NOS molecule (the ωB97M-V functional and the def2-TZVPD basis, the Open Molecules 2025 dataset).

CARTESIAN COORDINATES (ANGSTROEM)
C (1.37040, -1.07311, -1.99148)
C (0.68838, -0.21566, -1.46186)
C (-0.16397, 0.74737, -0.81273)
C (-0.18766, 2.07660, -1.10835)
S (-1.23009, 0.21286, 0.53511)
C (-0.02421, -0.26941, 1.70939)
N (-0.04867, -1.33778, 2.43977)
O (-1.08409, -2.21349, 2.20889)
H (1.94498, -1.85146, -2.42019)
H (0.39971, 2.41891, -1.93954)
H (-0.80343, 2.84938, -0.64722)
H (0.78794, 0.39264, 1.92627)
H (-1.64928, -1.73684, 1.56194)

Output
**Charge**: 0
**Lowest unoccupied orbital energy**: -0.00078 Eh
**Relative energy (zero: lowest compared OMol25 entry of this formula, charge and spin)**: 4.8782 eV
**SMILES string**: C#CC(=C)S/C=N\O
**Frontier orbital gap**: 9.31 eV
**E_tot**: -721.5404 Ha
**F_max**: 2.1 eV Å⁻¹

---

No. 3
# C5H5NOS

A molecular structure, C5H5NOS (the ωB97M-V functional and the def2-TZVPD basis, the Open Molecules 2025 dataset).

CARTESIAN COORDINATES (ANGSTROEM)
C (-0.56933, -1.10560, 0.40326)
C (-0.28537, 0.32301, 0.99431)
C (0.62005, -0.71702, -0.38606)
C (0.05342, 0.51274, -1.17629)
C (-0.63557, 1.20249, -0.20579)
H (-0.57179, 0.72541, 1.94501)
H (1.56577, -0.63083, 1.46136)
H (1.26856, -1.44160, -0.97545)
H (-0.34875, 0.13102, -2.20703)
H (-1.51781, 1.78105, -0.45574)
N (1.29461, -0.01683, 0.72542)
O (0.47062, 1.73628, -0.83806)
S (-1.34441, -2.50013, 0.71507)

Output
**Charge**: 0
**Lowest unoccupied orbital energy**: -0.01241 Eh
**Relative energy (zero: lowest compared OMol25 entry of this formula, charge and spin)**: 4.9872 eV
**Frontier orbital gap**: 8.66 eV
**E_tot**: -721.5364 Ha
**F_max**: 7.8 eV Å⁻¹

---

No. 4
# C5H5NOS

A single C5H5NOS molecule (the ωB97M-V functional and the def2-TZVPD basis, the Open Molecules 2025 dataset).

CARTESIAN COORDINATES (ANGSTROEM)
C (-2.57709, -0.32127, 0.00944)
C (2.11176, -0.80120, 0.20917)
C (1.65710, 0.50987, 0.40545)
C (0.11457, 0.66496, 0.05858)
C (-1.96853, -0.92894, -1.02159)
N (-3.11108, 0.20354, 0.92103)
O (3.09908, -1.45765, 0.26324)
S (-0.19349, -0.76433, -1.01047)
H (1.70958, 0.65486, 1.57497)
H (2.26712, 1.19535, -0.16854)
H (-0.36617, 0.69434, 1.12824)
H (-0.33774, 1.52439, -0.36736)
H (-2.40513, -1.17391, -2.00217)

Output
**Charge**: 0
**Lowest unoccupied orbital energy (spin up / spin down)**: -0.04973 / -0.00777 Eh
**Relative energy (zero: lowest compared OMol25 entry of this formula, charge and spin)**: 4.7205 eV
**Frontier orbital gap (spin up / spin down)**: 6.13 / 8.14 eV
**E_tot**: -721.5462 Ha
**F_max**: 4.3 eV Å⁻¹

---

No. 5
# C5H5NOS

A molecular structure, C5H5NOS (the ωB97M-V functional and the def2-TZVPD basis, the Open Molecules 2025 dataset).

CARTESIAN COORDINATES (ANGSTROEM)
C (-1.23229, -0.29733, 0.00600)
C (-0.25779, 0.25362, 1.02157)
C (-0.24729, 0.25068, -1.01026)
C (1.02913, -0.54050, -0.73090)
C (1.03529, -0.54233, 0.73150)
H (-0.56374, 0.50881, 2.05668)
H (-0.94038, 1.94834, -0.01851)
H (-0.54728, 0.50956, -2.06550)
H (1.90045, -0.49993, -1.37155)
H (1.89728, -0.50225, 1.38033)
N (-0.08881, 1.37205, 0.00095)
O (0.80281, -1.74786, 0.00070)
S (-2.78738, -0.71287, -0.00101)

Output
**Charge**: 0
**Lowest unoccupied orbital energy**: 0.00681 Eh
**Relative energy (zero: lowest compared OMol25 entry of this formula, charge and spin)**: 3.7525 eV
**Frontier orbital gap**: 8.89 eV
**E_tot**: -721.5817 Ha
**F_max**: 1.3 eV Å⁻¹

---

No. 6
# C5H5NS

A single C5H5NS molecule (the ωB97M-V functional and the def2-TZVPD basis, the Open Molecules 2025 dataset).

CARTESIAN COORDINATES (ANGSTROEM)
C (-0.95004, -1.64641, -0.19078)
C (-0.05007, -0.52553, 0.03763)
N (1.11873, -0.54738, 0.59478)
C (1.55925, 0.85903, 0.61401)
C (0.71047, 1.71038, 0.04104)
C (-0.42055, 0.93486, -0.40012)
S (-1.79236, 1.30537, -1.15824)
H (-1.78649, -1.73981, 0.53770)
H (-1.41458, -1.56717, -1.12612)
H (-0.41321, -2.59780, 0.05175)
H (2.51902, 1.04378, 1.13932)
H (0.91984, 2.77069, -0.14097)

Output
**Charge**: 0
**Lowest unoccupied orbital energy**: -0.06038 Eh
**Relative energy (zero: lowest compared OMol25 entry of this formula, charge and spin)**: 1.2179 eV
**SMILES string**: CC1=NC=CC1=S
**Frontier orbital gap**: 7.40 eV
**E_tot**: -646.4081 Ha
**F_max**: 3.1 eV Å⁻¹

---

Q: What is the formula in the third record?
A: C5H5NOS

---

Q: Which of these has the highest F_max?
A: number 3